{
  "formula": "C4H14NO2S",
  "method": "the ωB97M-V functional and the def2-TZVPD basis",
  "homo_energy_ev": -2.8,
  "gap_ev": 6.2026,
  "total_charge": -1,
  "species": ["H", "O", "H", "H", "N", "C", "C", "H", "C", "H", "H", "H", "H", "H", "S", "H", "C", "H", "H", "H", "O", "H"],
  "positions_angstrom": [[-1.3858, 0.6314, 0.4422], [1.8852, -0.9454, 3.2672], [2.5222, -0.5684, 2.6407], [-2.2529, -1.3879, 0.9528], [0.5771, -0.0055, 0.3367], [-0.4955, 1.7601, -1.2114], [-1.1467, -0.5743, -1.5352], [-1.4603, 1.9400, -1.6438], [-0.6374, 0.4307, -0.4655], [-0.8263, -0.4343, -2.5428], [-0.8672, -1.5586, -1.3613], [2.6182, -0.0878, 0.3578], [2.1934, 0.4464, -1.2223], [-1.6463, -2.4517, 2.0337], [-2.9916, -0.4895, -1.6790], [-0.2321, 2.6649, -0.7482], [1.8994, 0.5182, -0.1349], [0.6718, -0.9874, 0.0277], [1.0482, -0.7510, 2.7550], [0.1127, 1.7315, -2.1155], [-1.6634, -1.5056, 1.7797], [2.0772, 1.6242, 0.0663]],
  "mulliken_charge": [0.13, -0.70, 0.31, 0.30, -0.03, -1.87, -1.22, 0.43, 0.43, 0.34, 0.45, 0.42, 0.31, 0.27, -0.62, 0.46, -1.04, 0.24, 0.38, 0.38, -0.62, 0.25]
}

{
  "formula": "C4H14NO2S",
  "method": "the ωB97M-V functional and the def2-TZVPD basis",
  "homo_energy_ev": -3.2,
  "gap_ev": 6.9930,
  "total_charge": -1,
  "species": ["C", "H", "O", "H", "H", "N", "S", "C", "H", "H", "H", "H", "H", "H", "C", "H", "H", "H", "H", "H", "O", "C"],
  "positions_angstrom": [[0.6890, -0.3715, -1.5456], [1.5494, 0.8789, 0.2318], [1.5899, -0.0397, 2.5873], [1.0835, -0.8219, 2.3569], [-0.6367, 3.0217, 0.4736], [0.3647, 2.0354, -0.9049], [0.7281, -1.7926, -0.3133], [1.3150, 0.9076, -0.9055], [-0.3419, -0.2571, -1.8821], [1.1791, -0.7792, -2.4879], [-0.0668, 1.9697, -1.8454], [-2.2329, 0.9338, -1.2059], [2.2400, 1.1359, -1.4597], [-1.2277, -1.6267, 1.1774], [-0.7093, 1.9792, 0.0796], [-2.6916, 1.2144, 0.6633], [-2.6598, 2.4552, -0.7041], [-2.0671, -2.3656, 0.1955], [-0.3626, 1.4845, 1.0605], [2.0594, 0.0984, 1.7446], [-2.1066, -2.1407, 1.1256], [-2.1924, 1.5556, -0.2636]],
  "mulliken_charge": [-0.33, -0.05, -0.69, 0.29, 0.38, -0.52, -0.72, -0.17, 0.10, 0.23, 0.25, 0.25, 0.25, 0.24, -0.33, 0.28, 0.35, 0.33, 0.15, 0.33, -0.68, -0.93]
}

{
  "formula": "C4H14NO2S",
  "method": "the ωB97M-V functional and the def2-TZVPD basis",
  "homo_energy_ev": -12.3,
  "gap_ev": 9.2429,
  "total_charge": 1,
  "species": ["H", "H", "H", "H", "N", "H", "H", "C", "H", "S", "H", "H", "H", "H", "H", "O", "C", "H", "O", "C", "H", "C"],
  "positions_angstrom": [[1.0274, 1.1654, -0.8433], [1.2235, -1.4671, 0.8811], [0.2639, 0.9682, 0.7128], [1.9265, -0.7780, 3.4903], [0.2118, -1.4536, 0.6845], [-0.7465, 2.6387, -0.9701], [-0.2487, -1.0801, 1.5165], [-0.0285, -0.7211, -0.6058], [-1.0199, -0.9306, -0.9901], [-2.4893, 1.5649, 0.2904], [-0.0746, -2.4216, 0.5073], [0.4990, -2.1400, -2.0932], [2.9514, -1.6259, -1.5129], [-1.3509, 1.2089, -1.8580], [2.9542, -0.0956, 2.5479], [2.0576, -0.4372, 2.5899], [0.1211, 0.8084, -0.3557], [1.1750, -0.4118, -2.3216], [2.1466, -1.6097, -0.9874], [0.9772, -1.2546, -1.6610], [-3.0533, 2.6800, -0.2067], [-1.0684, 1.6064, -0.8834]],
  "mulliken_charge": [0.42, 0.36, 0.44, 0.31, -0.27, 0.45, 0.33, 0.13, 0.44, -0.24, 0.37, 0.36, 0.33, 0.42, 0.30, -0.62, -1.12, 0.41, -0.55, -0.70, 0.17, -0.75]
}

{
  "formula": "C4H14NO3",
  "method": "the ωB97M-V functional and the def2-TZVPD basis",
  "homo_energy_ev": -4.5,
  "gap_ev": 8.3584,
  "total_charge": -1,
  "species": ["H", "H", "H", "H", "H", "H", "H", "O", "O", "H", "H", "H", "C", "H", "H", "C", "O", "N", "H", "C", "C", "H"],
  "positions_angstrom": [[-0.0961, -0.8712, -2.0662], [2.2561, 2.3118, 0.4927], [2.1417, -1.3650, -0.0704], [3.2578, 1.2522, -0.3575], [-0.5733, 1.8630, -0.2229], [0.7541, 0.3050, 0.9335], [-1.5549, 1.3127, 2.7669], [-0.5678, -1.9514, -0.3598], [-2.4195, 1.1414, 2.3861], [0.7225, -2.4769, -1.9431], [-0.1702, 0.8601, -1.4480], [-2.4494, 0.3599, 1.7471], [1.5556, -0.7397, -0.7950], [2.7224, 0.5281, 1.2094], [-2.8173, -1.0508, -0.1055], [1.1394, 0.5452, -0.0476], [-2.2665, -0.2863, 0.1018], [0.1946, 1.4698, -0.7372], [-1.1931, -0.9799, -0.2214], [2.4999, 1.2287, 0.4111], [0.3801, -1.6098, -1.3299], [2.2614, -0.4191, -1.5835]],
  "mulliken_charge": [0.26, 0.37, 0.31, 0.31, 0.34, 0.06, 0.27, -0.68, -0.69, 0.36, 0.28, 0.41, -0.52, 0.41, 0.20, 0.41, -0.99, -0.74, 0.48, -1.38, -0.79, 0.33]
}

{
  "formula": "C4H14NO3",
  "method": "the ωB97M-V functional and the def2-TZVPD basis",
  "s_squared": 0.750,
  "homo_energy_ev": [3.9, -0.7],
  "spin_multiplicity": 2,
  "gap_ev": [2.6135, 7.0512],
  "total_charge": -2,
  "species": ["C", "H", "H", "O", "H", "C", "H", "H", "N", "H", "H", "H", "O", "H", "H", "H", "H", "C", "H", "C", "O", "H"],
  "positions_angstrom": [[-0.5286, 0.9170, 0.5533], [0.7193, -2.0089, -1.2139], [-2.7187, -0.7660, -0.1997], [-0.4225, 2.4406, -2.7896], [-1.2577, -0.7605, 1.8081], [-0.8037, -0.6442, 0.8122], [1.3316, 0.9758, 1.8337], [2.1995, -1.8014, -0.0973], [0.4379, -1.4814, 0.8272], [-1.8218, -2.2170, -0.4365], [-1.3745, -0.7861, -1.3123], [-1.2575, 1.9391, -2.8999], [2.3868, 0.6956, 2.0529], [-1.4829, 1.4081, 0.4143], [0.0569, 0.8999, -0.3736], [2.8464, 1.1418, 1.3210], [1.4195, -0.4691, -0.8802], [-1.6920, -1.1252, -0.3224], [1.0438, -1.1735, 1.5715], [1.2047, -1.4541, -0.4183], [0.1021, 1.5576, 1.6075], [-0.3887, 2.7120, -1.8581]],
  "mulliken_charge": [-0.82, 0.44, 1.01, -1.35, 0.27, 0.79, 0.32, 0.43, -0.54, 0.37, 0.43, 0.69, -0.79, 0.61, -0.17, 0.25, 0.31, -2.94, 0.41, -1.21, -0.78, 0.30]
}

{
  "formula": "C4H14NO3",
  "method": "the ωB97M-V functional and the def2-TZVPD basis",
  "homo_energy_ev": -14.3,
  "gap_ev": 11.2249,
  "total_charge": 1,
  "species": ["H", "H", "H", "H", "H", "O", "H", "C", "H", "H", "H", "C", "N", "O", "H", "H", "C", "H", "H", "C", "O", "H"],
  "positions_angstrom": [[-1.5352, 0.0431, 0.8849], [-0.7663, 1.5055, 0.7031], [-0.4362, 4.1087, -1.4139], [1.6919, -0.6834, 1.5279], [0.0857, -0.7559, -2.1819], [-3.4021, -0.1681, 1.0865], [-3.8926, -0.9590, 0.8458], [0.3571, -0.1292, -0.0500], [0.7081, -2.0502, 0.8940], [-0.3531, 0.3945, 1.8655], [1.0355, 3.6637, -1.6800], [2.3969, -1.6018, -0.3441], [-0.6143, 0.5149, 0.8838], [-1.5131, -1.1772, -1.0179], [1.0528, 0.6633, -0.3360], [2.0754, -1.5758, -1.3793], [-0.4270, -0.7101, -1.2109], [3.2404, -0.9309, -0.1928], [2.6994, -2.5989, -0.0569], [1.2776, -1.1539, 0.6396], [0.1994, 3.3982, -1.3024], [-3.8804, 0.2027, 1.8350]],
  "mulliken_charge": [0.30, 0.36, 0.31, 0.44, 0.42, -0.66, 0.31, -0.03, 0.37, 0.40, 0.31, -1.16, -0.21, -0.43, 0.21, 0.36, -0.07, 0.33, 0.35, -0.61, -0.60, 0.30]
}

{
  "formula": "C4H14NOS",
  "method": "the ωB97M-V functional and the def2-TZVPD basis",
  "s_squared": 0.751,
  "homo_energy_ev": [-3.0, -8.8],
  "spin_multiplicity": 2,
  "gap_ev": [3.6960, 9.4837],
  "species": ["C", "H", "H", "O", "H", "H", "S", "N", "H", "H", "H", "C", "H", "H", "C", "H", "H", "H", "C", "H", "H"],
  "positions_angstrom": [[-1.2592, -0.4674, -1.0315], [2.8779, -0.9144, -2.5590], [-1.9601, 0.1116, -1.6570], [0.1816, 1.6712, 2.2479], [-1.0615, 0.0977, 2.2454], [-1.0621, -1.6143, 1.9798], [1.4797, -0.7624, -0.7188], [-1.0049, -0.6905, 1.5237], [3.8476, -0.1907, -1.1435], [0.0868, 0.7267, -2.1450], [2.9107, 0.8385, -1.9437], [0.0635, 0.2827, -1.1495], [0.5672, 1.6101, 3.1414], [-0.0311, -0.6393, 1.2011], [2.9302, -0.2279, -1.7312], [-0.1640, 2.5673, 2.3038], [-2.5011, -1.5534, 0.3779], [-1.4002, -1.4606, -1.4547], [-1.9543, -0.6178, 0.3425], [0.1432, 1.0828, -0.4107], [-2.6899, 0.1501, 0.5813]],
  "mulliken_charge": [-0.53, 0.29, 0.25, -0.80, 0.48, 0.99, -0.20, -0.51, 0.35, 0.52, 0.31, -0.99, 0.32, -0.35, -0.96, 0.36, 0.32, 0.41, -1.02, 0.34, 0.43]
}

{
  "formula": "C4H14NOS",
  "method": "the ωB97M-V functional and the def2-TZVPD basis",
  "homo_energy_ev": -12.5,
  "gap_ev": 9.0994,
  "total_charge": 1,
  "species": ["H", "H", "H", "S", "H", "C", "H", "H", "C", "H", "O", "C", "H", "H", "H", "H", "N", "H", "C", "H", "H"],
  "positions_angstrom": [[0.6208, -2.5553, 0.8559], [-0.6512, -0.7867, 0.5921], [-0.5692, 0.3104, -1.7664], [0.3454, 2.2683, 2.3645], [0.1703, -0.9514, -2.2423], [0.2668, -0.7147, -0.0810], [1.7001, 0.6551, -0.7535], [1.0617, 2.5831, 0.3323], [0.3076, 1.7399, 0.5110], [2.0539, -1.8966, 0.1485], [-2.3444, 0.5122, -0.3192], [1.1343, 0.4311, 0.1861], [2.0851, 0.4008, 0.9926], [-0.5847, 1.3743, 2.9768], [0.7920, -2.6874, -1.0002], [-1.3207, -1.2124, -1.4367], [-0.3837, -0.6355, -1.5315], [-2.8904, 1.2910, -0.3973], [0.9334, -2.0990, -0.0267], [-0.5752, 1.8921, 0.0318], [-2.1517, 0.0808, 0.5633]],
  "mulliken_charge": [0.34, 0.05, 0.28, -0.14, 0.33, 0.56, 0.37, 0.32, -0.92, 0.31, -0.62, -0.64, 0.37, 0.12, 0.29, 0.40, -0.35, 0.30, -1.17, 0.46, 0.33]
}

In eV, the DFT total energy values for the records above are, in order, -20795.303, -20795.390, -20788.995, -12007.557, -12003.824, -12001.276, -18743.958, -18739.306.
In kcal per mole, the energy relative to the best compared isomer or geometry (same formula, charge and spin) values for the records above are, in order, 37.7, 35.6, 8.6, 30.9, 19.6, 12.3, 28.2, 66.5.